84
Properties=species:S:1:pos:R:3:mulliken_spin:R:1 method="wB97M-V/def2-TZVPD" multiplicity=2 e_homo_ev="-3.919 / -3.927" relative_energy_kcal_mol=13.4 charge=-1 homo_lumo_gap_ev="5.9 / 5.9"
Ru -1.50 -0.12 0.88 0.906
C -5.03 0.88 2.82 -0.013
N -4.24 -0.03 3.64 -0.002
C -4.76 -1.03 4.41 0.001
C -3.72 -1.62 5.05 0.000
N -2.57 -0.97 4.66 0.006
B -1.25 -1.17 5.46 0.000
N 0.07 -0.96 4.63 -0.001
C 1.20 -0.48 5.26 0.000
C 2.25 -0.65 4.44 0.001
N 1.75 -1.22 3.28 -0.001
C 2.57 -1.70 2.18 0.004
C 0.41 -1.39 3.41 0.001
S -0.62 -2.05 2.19 0.025
C -2.91 -0.02 3.78 0.004
S -1.80 1.04 2.96 -0.013
H -5.71 0.32 2.18 0.000
H -4.37 1.45 2.18 0.003
H -5.59 1.56 3.47 0.000
H -5.82 -1.25 4.42 0.000
H -3.70 -2.44 5.74 0.000
H -1.27 -2.31 5.89 0.000
H -1.19 -0.34 6.35 0.000
H 1.15 -0.08 6.26 0.000
H 3.29 -0.40 4.55 0.000
H 3.44 -1.06 2.08 0.000
H 1.99 -1.65 1.26 -0.004
H 2.88 -2.73 2.36 0.000
S -3.82 -0.57 -2.73 0.002
As -4.27 -0.16 -0.71 -0.004
S -2.94 1.51 -0.05 0.093
S -3.38 -1.51 0.82 -0.050
S -6.32 0.21 -0.36 0.000
O -1.15 -1.46 -1.02 0.007
P -0.43 -0.89 -2.23 -0.009
C -0.22 0.91 -2.10 -0.005
P 0.90 1.10 -0.68 0.042
O 1.25 -0.21 -0.05 0.020
C 0.45 2.29 0.57 -0.003
C -0.36 3.41 0.35 0.005
C -0.51 4.36 1.35 -0.001
C 0.16 4.21 2.56 0.001
C 0.99 3.11 2.77 -0.001
C 1.14 2.16 1.77 -0.007
C 2.38 1.85 -1.43 -0.002
C 2.34 3.09 -2.06 0.001
C 3.49 3.61 -2.64 0.000
C 4.68 2.89 -2.60 0.000
C 4.72 1.66 -1.97 0.000
C 3.57 1.14 -1.37 -0.001
C 1.23 -1.62 -2.43 0.001
C 1.58 -2.68 -1.60 0.001
C 2.81 -3.31 -1.77 0.000
C 3.68 -2.89 -2.77 0.000
C 3.32 -1.84 -3.60 0.000
C 2.09 -1.21 -3.44 -0.001
C -1.10 -1.29 -3.85 -0.001
C -1.40 -2.64 -4.08 0.000
C -1.76 -3.06 -5.35 0.000
C -1.80 -2.16 -6.40 0.000
C -1.50 -0.82 -6.18 -0.001
C -1.14 -0.39 -4.91 -0.001
H -1.23 1.30 -1.91 0.001
H 0.22 1.37 -2.98 -0.001
H -0.89 3.52 -0.59 -0.002
H -1.18 5.20 1.19 0.000
H 0.02 4.93 3.34 0.000
H 1.51 2.99 3.71 0.000
H 1.78 1.30 1.92 0.001
H 1.42 3.66 -2.09 0.000
H 3.46 4.59 -3.11 0.000
H 5.57 3.29 -3.07 0.000
H 5.65 1.09 -1.93 0.000
H 3.59 0.17 -0.88 0.000
H 0.90 -2.97 -0.81 -0.002
H 3.08 -4.13 -1.12 0.000
H 4.63 -3.39 -2.91 0.000
H 3.99 -1.51 -4.38 0.000
H 1.81 -0.40 -4.10 0.000
H -1.38 -3.34 -3.25 0.000
H -2.01 -4.10 -5.51 0.000
H -2.08 -2.49 -7.39 0.000
H -1.54 -0.11 -6.99 0.000
H -0.94 0.66 -4.74 0.000

=====

110
Properties=species:S:1:pos:R:3:lowdin_charge:R:1 method="wB97M-V/def2-TZVPD" multiplicity=1 e_homo_ev=-6.642 relative_energy_kcal_mol=0.0 charge=0 homo_lumo_gap_ev=6.3
Tl 2.59 -1.36 -1.79 0.734
C 2.89 -0.12 -6.03 0.018
C 2.08 0.55 -4.92 -0.459
O 2.32 0.34 -3.69 -0.235
N 1.20 1.52 -5.28 0.048
C 0.54 2.40 -4.40 -0.117
C -0.91 1.85 -4.21 -0.236
C -1.81 2.28 -5.22 -0.039
C -3.16 2.16 -5.01 0.016
C -3.70 1.43 -3.82 -0.191
C -2.61 0.62 -3.12 -0.282
N -1.32 1.16 -3.20 0.061
H 2.76 -1.25 -5.93 0.114
H 3.93 0.15 -5.97 0.084
H 2.46 0.24 -7.01 0.089
H 0.86 1.54 -6.26 0.157
H 0.50 3.43 -4.81 0.132
H 1.16 2.47 -3.48 0.123
H -1.43 2.80 -6.13 0.116
H -3.85 2.72 -5.67 0.114
H -4.58 0.77 -4.02 0.168
H -2.62 -0.45 -3.29 0.157
C -4.97 0.50 5.18 -0.383
S -3.72 1.80 4.85 0.773
C -4.24 2.46 3.20 -0.468
C -3.75 1.60 2.01 -0.265
C -2.25 1.65 1.93 -0.315
N -1.71 0.75 0.89 -0.456
P -0.35 -0.41 1.27 1.048
C -0.95 -2.10 0.92 -0.392
C 0.05 -2.96 0.45 -0.135
C -0.29 -4.26 0.15 -0.083
C -1.62 -4.68 0.24 -0.071
C -2.61 -3.80 0.70 -0.075
C -2.28 -2.49 1.03 -0.136
C -0.42 -0.51 3.12 -0.375
C -1.34 -1.31 3.86 -0.077
C -1.13 -1.43 5.24 -0.082
C -0.13 -0.69 5.94 -0.087
C 0.65 0.17 5.20 -0.101
C 0.53 0.28 3.79 -0.108
P -1.67 1.34 -0.75 1.060
C -3.25 1.05 -1.75 -0.408
C -4.18 0.10 -1.11 -0.083
C -5.51 0.31 -0.93 -0.068
C -6.09 1.63 -1.31 -0.088
C -5.38 2.48 -2.03 -0.065
C -3.99 2.20 -2.53 -0.208
C -1.57 3.20 -0.73 -0.332
C -2.62 4.12 -0.44 -0.093
C -2.35 5.51 -0.54 -0.075
C -1.07 5.95 -0.85 -0.118
C -0.07 5.06 -1.14 -0.096
C -0.26 3.67 -1.01 -0.088
H -4.89 0.32 6.22 0.009
H -4.69 -0.37 4.61 0.014
H -5.95 0.90 4.94 0.033
H -4.01 3.52 3.14 0.073
H -5.34 2.38 3.35 0.063
H -4.26 2.04 1.10 0.099
H -4.18 0.57 2.11 0.114
H -1.87 1.39 2.93 0.063
H -1.98 2.69 1.72 0.099
H 1.05 -2.49 0.35 0.003
H 0.46 -5.01 -0.01 0.105
H -1.78 -5.68 -0.08 0.090
H -3.64 -4.13 0.77 0.097
H -3.08 -1.85 1.41 0.098
H -2.09 -1.89 3.32 0.086
H -1.81 -2.03 5.83 0.097
H 0.03 -0.75 7.03 0.105
H 1.47 0.75 5.73 0.121
H 1.16 1.00 3.26 0.102
H -3.76 -0.85 -0.78 0.093
H -6.20 -0.49 -0.67 0.100
H -7.15 1.81 -1.10 0.103
H -5.73 3.46 -2.34 0.107
H -3.35 3.08 -2.53 0.122
H -3.61 3.74 -0.23 0.087
H -3.21 6.23 -0.28 0.126
H -0.88 7.03 -0.82 0.108
H 0.94 5.38 -1.43 0.104
H 0.54 2.98 -1.21 0.083
C 6.13 0.61 -1.77 -0.036
N 6.57 -0.63 -1.09 -0.133
C 7.57 -0.63 -0.09 -0.071
C 7.65 -1.87 0.39 -0.063
N 6.89 -2.71 -0.46 -0.008
B 6.25 -4.09 0.00 -0.453
N 5.45 -4.08 1.39 -0.002
C 5.58 -5.15 2.28 -0.088
C 4.67 -5.02 3.26 -0.059
N 3.96 -3.82 2.97 -0.121
C 2.75 -3.41 3.71 -0.024
C 4.49 -3.26 1.86 -0.784
S 4.08 -1.77 1.22 0.534
C 6.27 -1.92 -1.39 -0.793
S 5.35 -2.41 -2.76 0.459
H 5.27 0.35 -2.41 0.035
H 6.96 1.07 -2.40 0.109
H 5.80 1.28 -0.97 0.091
H 7.94 0.30 0.26 0.108
H 8.39 -2.33 1.06 0.129
H 5.62 -4.54 -0.91 0.044
H 7.16 -4.86 0.15 0.053
H 6.32 -5.93 2.08 0.121
H 4.39 -5.72 4.05 0.119
H 3.06 -2.89 4.59 0.073
H 2.09 -4.23 3.94 0.088
H 2.36 -2.57 3.10 0.045